Computed, not measured: a cluster of 10 separate species, C35H69N4O21P3 in total, with ωB97M-V/def2-TZVPD.

Results
E_HOMO: -10.43 eV
SMILES: CCOP(=O)(OCC)OCC.CCOP(=O)(OCC)OCC.CCOP(=O)(OCC)OCC.O=C1OCCO1.O=C1OCCO1.O=C1OCCO1.CC#N.CC#N.CC#N.CC#N
LUMO energy: -0.0047 hartree
spin multiplicity: 1
gap between HOMO and LUMO: 10.302 eV
relative energy (zero: lowest compared OMol25 entry of this formula, charge and spin): 43.4 kcal per mole
total charge: 0
total energy: -4198.219109 a.u.

Last columns: bonded neighbours and bond lengths (Å).
Element x y z (Å)
1 C -31.54332 -0.19290 -21.67193  C2 1.559, H12 1.090, H13 1.090, H14 1.090
2 C -30.74659 0.55570 -22.78307  C1 1.559, O3 1.384, H15 1.090, H16 1.090
3 O -30.21072 -0.21534 -23.79958  C2 1.384, P4 1.603
4 P -29.64010 0.47727 -25.12751  O3 1.603, O5 1.465, O6 1.652, O9 1.640
5 O -30.67019 1.02414 -26.01342  P4 1.465
6 O -28.61677 -0.68040 -25.71086  P4 1.652, C7 1.406
7 C -27.48097 -1.08661 -24.98847  O6 1.406, C8 1.528, H17 1.090, H18 1.090
8 C -26.77846 -2.31850 -25.55768  C7 1.528, H19 1.090, H20 1.090, H21 1.090
9 O -28.66284 1.66061 -24.54967  P4 1.640, C10 1.354
10 C -28.88190 2.93927 -24.93681  O9 1.354, C11 1.484, H22 1.090, H23 1.090
11 C -27.86820 3.45968 -25.88725  C10 1.484, H24 1.090, H25 1.090, H26 1.090
12 H -32.00871 0.48995 -20.96113  C1 1.090
13 H -32.30878 -0.64249 -22.30440  C1 1.090
14 H -31.00973 -1.02212 -21.20740  C1 1.090
15 H -31.40771 1.34113 -23.14931  C2 1.090
16 H -30.08803 1.15551 -22.15487  C2 1.090
17 H -26.75079 -0.29560 -25.15949  C7 1.090
18 H -27.46921 -1.22960 -23.90795  C7 1.090
19 H -26.88459 -2.15981 -26.63083  C8 1.090
20 H -25.75885 -2.51196 -25.22441  C8 1.090
21 H -27.42236 -3.15195 -25.27688  C8 1.090
22 H -29.83328 3.13708 -25.43060  C10 1.090
23 H -28.85214 3.50649 -24.00651  C10 1.090
24 H -27.88136 2.59343 -26.54872  C11 1.090
25 H -28.21853 4.35066 -26.40835  C11 1.090
26 H -26.91132 3.65462 -25.40303  C11 1.090
27 C -31.29925 7.54266 -33.97955  C28 1.520, H38 1.090, H39 1.090, H40 1.090
28 C -31.04532 6.82058 -32.66594  C27 1.520, O29 1.408, H41 1.090, H42 1.090
29 O -30.16727 7.48395 -31.78789  C28 1.408, P30 1.610
30 P -29.34520 6.82749 -30.56924  O29 1.610, O31 1.505, O32 1.656, O35 1.656
31 O -30.15910 6.47063 -29.35522  P30 1.505
32 O -28.50297 5.58307 -31.26437  P30 1.656, C33 1.357
33 C -28.06735 4.45765 -30.64475  O32 1.357, C34 1.478, H43 1.090, H44 1.090
34 C -26.99956 4.84118 -29.69802  C33 1.478, H45 1.090, H46 1.090, H47 1.090
35 O -28.24609 8.05869 -30.42979  P30 1.656, C36 1.398
36 C -27.54141 8.46829 -31.56521  O35 1.398, C37 1.490, H48 1.090, H49 1.090
37 C -26.35657 9.33233 -31.30099  C36 1.490, H50 1.090, H51 1.090, H52 1.090
38 H -30.47803 7.50530 -34.69530  C27 1.090
39 H -32.08772 7.10270 -34.59017  C27 1.090
40 H -31.65534 8.55396 -33.78318  C27 1.090
41 H -32.02005 6.69503 -32.19451  C28 1.090
42 H -30.64544 5.82770 -32.87180  C28 1.090
43 H -28.83514 3.83166 -30.19005  C33 1.090
44 H -27.68180 3.81453 -31.43584  C33 1.090
45 H -26.07608 5.01918 -30.24903  C34 1.090
46 H -27.22742 5.73780 -29.12161  C34 1.090
47 H -26.96163 4.01555 -28.98740  C34 1.090
48 H -27.25220 7.55503 -32.08522  C36 1.090
49 H -28.08739 9.04940 -32.30839  C36 1.090
50 H -25.54810 8.74761 -30.86213  C37 1.090
51 H -25.75613 9.77963 -32.09313  C37 1.090
52 H -26.67095 10.16004 -30.66525  C37 1.090
53 C -24.31686 4.52595 -22.07847  C54 1.556, H64 1.090, H65 1.090, H66 1.090
54 C -24.35172 5.11811 -23.51737  C53 1.556, O55 1.414, H67 1.090, H68 1.090
55 O -25.02073 6.36330 -23.48083  C54 1.414, P56 1.606
56 P -24.44365 7.72975 -24.09593  O55 1.606, O57 1.457, O58 1.649, O61 1.639
57 O -23.60744 7.61245 -25.28279  P56 1.457
58 O -25.78397 8.68246 -24.21654  P56 1.649, C59 1.377
59 C -26.18104 9.06713 -25.47729  O58 1.377, C60 1.581, H69 1.090, H70 1.090
60 C -25.55084 10.47015 -25.84409  C59 1.581, H71 1.090, H72 1.090, H73 1.090
61 O -23.50253 8.32071 -22.89181  P56 1.639, C62 1.418
62 C -24.11985 8.64108 -21.65590  O61 1.418, C63 1.498, H74 1.090, H75 1.090
63 C -23.72842 10.03800 -21.28064  C62 1.498, H76 1.090, H77 1.090, H78 1.090
64 H -24.15616 5.30208 -21.33020  C53 1.090
65 H -25.15225 3.84783 -21.90414  C53 1.090
66 H -23.45906 3.85365 -22.09538  C53 1.090
67 H -23.32801 5.19387 -23.88395  C54 1.090
68 H -24.93910 4.44448 -24.14132  C54 1.090
69 H -26.19860 8.28373 -26.23497  C59 1.090
70 H -27.21936 9.34265 -25.29269  C59 1.090
71 H -25.75972 11.04425 -24.94138  C60 1.090
72 H -24.46804 10.55382 -25.75107  C60 1.090
73 H -25.99014 10.83121 -26.77401  C60 1.090
74 H -25.18071 8.42591 -21.78384  C62 1.090
75 H -23.85386 8.07404 -20.76381  C62 1.090
76 H -23.52719 10.25321 -20.23122  C63 1.090
77 H -22.84662 10.18735 -21.90372  C63 1.090
78 H -24.42452 10.83888 -21.52990  C63 1.090
79 O -24.01174 -0.49876 -26.35333  C80 1.266
80 C -23.87141 0.52598 -27.08296  O79 1.266, O81 1.398, O84 1.269
81 O -23.58572 1.82818 -26.66143  C80 1.398, C82 1.368
82 C -23.65845 2.59825 -27.79003  O81 1.368, C83 1.402, H85 1.090, H86 1.090
83 C -23.20693 1.76752 -28.82576  C82 1.402, O84 1.386, H87 1.090, H88 1.090
84 O -23.73200 0.57941 -28.34270  C80 1.269, C83 1.386
85 H -24.64387 2.90505 -28.14063  C82 1.090
86 H -22.96981 3.44105 -27.73027  C82 1.090
87 H -22.11857 1.77693 -28.88476  C83 1.090
88 H -23.67487 2.06540 -29.76406  C83 1.090
89 O -27.27576 -5.55330 -27.49093  C90 1.223
90 C -28.40949 -5.10118 -27.41841  O89 1.223, O91 1.325, O94 1.259
91 O -29.48823 -5.83700 -27.19130  C90 1.325, C92 1.407
92 C -30.71517 -5.19983 -27.45049  O91 1.407, C93 1.577, H95 1.090, H96 1.090
93 C -30.14938 -3.77334 -27.08846  C92 1.577, O94 1.362, H97 1.090, H98 1.090
94 O -28.82819 -3.91439 -27.38859  C90 1.259, C93 1.362
95 H -31.12442 -5.28273 -28.45734  C92 1.090
96 H -31.52266 -5.31747 -26.72785  C92 1.090
97 H -30.29392 -3.46307 -26.05360  C93 1.090
98 H -30.64941 -3.02330 -27.70126  C93 1.090
99 O -27.62318 -5.59429 -23.09634  C100 1.201
100 C -28.26515 -4.58879 -22.95830  O99 1.201, O101 1.347, O104 1.314
101 O -27.92100 -3.41525 -22.39258  C100 1.347, C102 1.455
102 C -29.12186 -2.71269 -21.96558  O101 1.455, C103 1.488, H105 1.090, H106 1.090
103 C -29.97547 -3.11075 -23.11697  C102 1.488, O104 1.440, H107 1.090, H108 1.090
104 O -29.52914 -4.46823 -23.29686  C100 1.314, C103 1.440
105 H -29.52462 -3.17728 -21.06555  C102 1.090
106 H -29.02515 -1.63684 -21.81963  C102 1.090
107 H -29.82715 -2.33252 -23.86561  C103 1.090
108 H -31.02039 -3.16863 -22.81219  C103 1.090
109 C -28.90129 0.46727 -28.86577  C110 1.442, H112 1.090, H113 1.090, H114 1.090
110 C -27.75794 0.85797 -29.65328  C109 1.442, N111 1.177
111 N -26.77781 1.13231 -30.24520  C110 1.177
112 H -29.27002 -0.44358 -29.33745  C109 1.090
113 H -29.66974 1.23653 -28.78959  C109 1.090
114 H -28.52913 0.19868 -27.87711  C109 1.090
115 C -31.17785 5.45758 -22.82984  C116 1.512, H118 1.090, H119 1.090, H120 1.090
116 C -29.83721 5.99907 -23.27078  C115 1.512, N117 1.154
117 N -28.80971 6.45692 -23.52791  C116 1.154
118 H -30.98643 5.10420 -21.81664  C115 1.090
119 H -31.43933 4.59351 -23.44067  C115 1.090
120 H -32.02068 6.11017 -22.60211  C115 1.090
121 C -33.69567 0.68181 -26.11529  C122 1.480, H124 1.090, H125 1.090, H126 1.090
122 C -33.96574 2.07793 -25.70670  C121 1.480, N123 1.214
123 N -34.18740 3.21278 -25.33551  C122 1.214
124 H -33.22231 0.45940 -27.07163  C121 1.090
125 H -34.55517 0.01151 -26.12348  C121 1.090
126 H -33.09428 0.25242 -25.31402  C121 1.090
127 C -31.82816 4.11453 -28.04278  C128 1.437, H130 1.090, H131 1.090, H132 1.090
128 C -31.51878 3.54422 -29.32497  C127 1.437, N129 1.170
129 N -31.32958 3.02393 -30.35577  C128 1.170
130 H -31.12625 4.87444 -27.69935  C127 1.090
131 H -31.64820 3.26198 -27.38791  C127 1.090
132 H -32.86663 4.43325 -27.95281  C127 1.090